Density functional theory data (wB97M-V/def2-TZVPD) for C6H8 in the gas phase.

Each line ends with the Mulliken charge.
Element x y z (Å)
C 0.8863 -1.0271 -0.2958  -0.555
C -0.3049 -0.7507 0.6184  -0.239
C -0.5735 0.7984 0.8381  0.030
C 0.6379 1.5413 0.8704  -0.949
C 0.2497 -0.0742 -1.3490  -0.673
C -0.9751 0.0380 -0.4328  -0.233
H 0.8410 -2.0692 -0.6262  0.295
H 1.8901 -0.7949 0.0687  0.287
H -0.7307 -1.4024 1.3824  0.369
H -1.3845 0.9120 1.5649  0.417
H 0.7877 0.8694 -1.4628  0.337
H 0.6946 2.0478 1.8440  0.219
H 0.0560 -0.5243 -2.3233  0.291
H -2.0228 0.0402 -0.7136  0.405

Values from the calculation:
frontier orbital gap: 8.4 eV
LUMO: 0.0059 Eh
energy above the lowest of the compared OMol25 structures with the same formula, charge and spin: 103.2 kcal/mol
total charge: 0
HOMO: -8.252 eV

=====

Density functional theory data (wB97M-V/def2-TZVPD) for C6H8BN4O2P in the gas phase.

Each line ends with the Mulliken charge.
Element x y z (Å)
C 1.8444 1.2933 1.4540  -0.095
C 0.8491 0.6520 1.2100  -1.539
C -0.4133 -0.0500 0.9783  2.076
C -1.0160 -0.3112 2.2796  -0.439
N -1.5305 -0.4581 3.2872  -0.464
C -0.1974 -1.3929 0.2080  0.197
C -1.4003 -1.8414 -0.4823  -0.196
N -2.2700 -2.2610 -1.0969  -0.505
B 1.0585 -1.3878 -0.8052  0.484
N 0.9429 -1.2202 -2.2553  -0.663
O 2.2853 -1.6081 -0.2443  -0.598
P -1.5746 1.1453 0.0850  0.047
N -0.6630 1.4304 -1.3307  -0.549
O -1.3407 2.5260 0.9361  -0.482
H 2.5406 2.0947 1.5351  0.450
H 0.0204 -2.1518 0.9606  0.425
H 0.3027 -1.9286 -2.6087  0.288
H 0.5129 -0.3312 -2.4980  0.325
H 2.8716 -0.8493 -0.3394  0.305
H 0.3019 1.6466 -1.0607  0.266
H -1.0162 2.3074 -1.7068  0.320
H -2.1083 2.6958 1.4946  0.349

Values from the calculation:
frontier orbital gap: 10.0 eV
LUMO: 0.0117 Eh
SMILES: C#C[C@](C#N)([C@@H](C#N)B(N)O)P(N)O
total charge: 0
HOMO: -9.731 eV

=====

Density functional theory data (wB97M-V/def2-TZVPD) for a molecular structure, C6H8BeO5.

Each line ends with the Löwdin spin population.
Element x y z (Å)
Be -0.1512 0.6831 -2.6068  0.497
O 0.1427 -0.4027 -2.1020  0.136
O 0.7916 -1.5621 -0.4666  0.028
C 0.2562 -2.7308 0.1609  0.004
C -1.1446 -2.2567 0.5508  0.002
O -1.3265 -1.1260 -0.2960  0.017
C -0.2066 -0.7761 -0.9561  0.113
H 0.2452 -3.5635 -0.5522  0.001
H 0.8846 -2.9788 1.0220  0.000
H -1.2145 -1.9397 1.5982  0.000
H -1.9260 -2.9884 0.3223  0.000
O 0.0234 1.6918 -0.9915  0.097
C 1.0597 2.3012 -0.1598  0.007
C 0.3119 2.4623 1.1626  0.004
O -0.8640 1.6121 0.9613  0.017
C -0.9133 1.1946 -0.2428  0.074
H 1.9060 1.6105 -0.1190  0.001
H 1.3172 3.2321 -0.6711  0.001
H -0.0421 3.4775 1.3615  0.000
H 0.8504 2.0595 2.0244  0.001

Values from the calculation:
frontier orbital gap (alpha / beta): 5.2 / 9.2 eV
LUMO (alpha / beta): -0.1856 / -0.1696 Eh
multiplicity: 2
<S²>: 0.75
total charge: +1
HOMO (alpha / beta): -10.278 / -13.841 eV

=====

Density functional theory data (wB97M-V/def2-TZVPD) for 2 unconnected molecules or ions with the total composition C6H8BrClO3P.

Each line ends with the Mulliken charge.
Element x y z (Å)
C -0.0629 -0.8886 0.7289  -0.066
C 0.8981 -0.0832 1.0830  -0.547
C -1.1354 -0.1928 -0.2110  1.499
C -0.8578 -0.8717 -1.5960  -1.394
C -2.6187 -0.5020 0.3885  -1.485
C 3.6036 1.1021 0.8362  -0.407
O 1.3635 1.4675 -1.2919  -0.711
O 0.7510 2.7568 1.0267  -0.794
O -0.9477 1.1922 -0.1515  -0.567
P 0.7163 1.5332 0.0765  0.828
Cl -0.3907 -2.4382 1.4751  -0.235
Br 3.7286 0.2700 -0.7384  0.100
H 0.1747 -0.7240 -1.9218  0.320
H -1.4588 -0.5673 -2.4382  0.378
H -0.8835 -1.9682 -1.4273  0.339
H -3.0714 0.3654 0.7165  0.398
H -2.5231 -1.2186 1.2699  0.291
H -3.2851 -0.8816 -0.3242  0.373
H 1.8548 -0.3566 1.6205  0.504
H 4.1447 2.0057 0.8786  0.176

Values from the calculation:
frontier orbital gap (alpha / beta): 7.7 / 7.7 eV
LUMO (alpha / beta): 0.0924 / 0.0924 Eh
energy above the lowest of the compared OMol25 structures with the same formula, charge and spin: 109.5 kcal/mol
total charge: -1
HOMO (alpha / beta): -5.198 / -5.199 eV

=====

Density functional theory data (wB97M-V/def2-TZVPD) for C6H8Cl2SSi in the gas phase.

Each line ends with the Mulliken charge.
Element x y z (Å)
C 0.3607 -0.1644 -2.5477  -0.092
C -0.9178 -0.6895 -2.3496  -0.396
C 1.2222 0.1735 -1.5820  0.066
C -0.1907 -1.1513 0.1109  -0.187
C 2.4719 0.7625 -1.0303  -0.881
C -1.0932 -1.9749 3.1718  -1.015
Si 0.1997 -1.6126 1.8541  0.702
S -1.3202 -1.5800 -0.9930  -0.022
Cl 1.2142 0.0099 2.4072  -0.272
Cl 1.6433 -3.0864 1.7157  -0.300
H 0.5811 -0.0292 -3.6006  0.331
H -1.5807 -0.8305 -3.1892  0.350
H 2.6476 0.2662 -0.0105  0.117
H 3.3066 0.7532 -1.6175  0.413
H 2.2044 1.7965 -0.8250  0.258
H -0.7777 -2.8055 3.8411  0.282
H -1.4099 -1.1213 3.5850  0.356
H -2.0591 -2.4302 2.7442  0.289

Values from the calculation:
frontier orbital gap (alpha / beta): 7.3 / 6.8 eV
LUMO (alpha / beta): -0.0057 / -0.0248 Eh
energy above the lowest of the compared OMol25 structures with the same formula, charge and spin: 120.9 kcal/mol
total charge: 0
HOMO (alpha / beta): -7.464 / -7.521 eV

=====

Density functional theory data (wB97M-V/def2-TZVPD) for a gas-phase ion, C6H8ClN2O (charge +1).

Each line ends with the Mulliken charge.
Element x y z (Å)
C -0.3231 -0.1412 -0.4892  -0.917
C 0.6451 0.6705 0.1222  0.976
C -0.9731 -1.2449 0.1011  0.924
C -0.1632 -0.9098 2.2933  0.471
C -1.9775 -1.9085 -0.4750  -1.148
C 1.3319 1.7284 -0.6446  -1.465
N 0.7452 0.7048 1.4440  -0.091
N -0.8571 -1.6098 1.4689  -0.105
O 1.9396 0.8891 2.0417  -0.343
Cl 0.0709 -1.0831 3.9255  -0.036
H -0.3817 -0.0745 -1.5888  0.307
H -2.5278 -2.6737 0.1220  0.259
H -2.3465 -1.5140 -1.3496  0.334
H 2.2505 1.9629 -0.1579  0.389
H 0.7304 2.6198 -0.4600  0.349
H 1.4198 1.7587 -1.6828  0.408
H -1.5549 -2.4235 1.7419  0.330
H 2.0020 1.4018 2.8114  0.359

Values from the calculation:
frontier orbital gap (alpha / beta): 7.0 / 7.0 eV
LUMO (alpha / beta): -0.1837 / -0.1837 Eh
energy above the lowest of the compared OMol25 structures with the same formula, charge and spin: 136.1 kcal/mol
total charge: +1
HOMO (alpha / beta): -11.955 / -11.953 eV

=====

Density functional theory data (wB97M-V/def2-TZVPD) for a molecular structure, C6H8CrLiO6.

Each line ends with the Löwdin spin population.
Element x y z (Å)
Li -1.0325 -2.2290 0.3568  0.089
O -0.8641 -0.3476 -0.3250  0.052
O -0.4279 -0.9891 1.7796  0.012
C 0.7540 -1.1764 2.5415  0.004
C 1.8439 -0.4211 1.7543  0.011
O 1.2003 -0.0305 0.5576  0.043
C -0.2178 0.1504 0.8696  0.009
H 0.6252 -0.7691 3.5540  0.000
H 0.9648 -2.2526 2.5996  0.001
H 2.6952 -1.0645 1.4969  0.004
H 2.1995 0.4665 2.2964  0.001
Cr 1.0494 -1.3334 -1.2545  2.755
O 1.3551 0.2793 -2.4029  0.008
O -0.5748 1.2886 1.2397  0.003
C -1.7640 0.6325 -0.9722  0.004
C -1.1960 1.0530 -2.3113  0.003
O -0.0862 1.9504 -2.2279  -0.001
C 1.2159 1.5274 -2.3559  -0.001
H -2.7214 0.1355 -1.1954  0.000
H -2.1103 1.3773 -0.2468  0.000
H -1.9839 1.5889 -2.8584  0.000
H -0.9242 0.1636 -2.8958  0.003

Values from the calculation:
frontier orbital gap (alpha / beta): 5.8 / 5.3 eV
LUMO (alpha / beta): -0.0418 / -0.0571 Eh
multiplicity: 4
<S²>: 3.90
total charge: 0
HOMO (alpha / beta): -6.902 / -6.850 eV

=====

Density functional theory data (wB97M-V/def2-TZVPD) for a molecular structure, C6H8CuO6.

Each line ends with the Löwdin spin population.
Element x y z (Å)
O -2.6091 3.1835 -1.3073  0.007
C -2.0393 2.1018 -1.0265  0.006
O -2.6522 1.0185 -0.8766  0.001
O -0.6962 2.1513 -0.9200  0.073
C 0.0859 1.0083 -1.1451  0.296
C 1.4024 1.4044 -1.7478  0.036
H -0.4405 0.2333 -1.7140  0.009
H 0.1944 0.0667 0.0948  -0.013
H 1.2825 1.7236 -2.7935  0.014
H 2.0835 0.5435 -1.7395  0.000
H 1.8707 2.2259 -1.1828  0.002
Cu -4.7625 2.2175 -1.1572  0.000
O 1.2279 -3.0336 1.7683  0.001
C -0.0943 -3.1377 1.6635  0.007
C 1.6310 -1.6593 1.7363  0.046
O -0.7108 -4.1611 1.7398  0.011
O -0.6497 -1.9289 1.4890  0.083
C 0.3430 -0.9418 1.3927  0.387
H 2.4179 -1.5404 0.9807  0.010
H 2.0338 -1.3856 2.7216  0.012
H 0.0816 -0.0898 2.0237  0.011

Values from the calculation:
frontier orbital gap (alpha / beta): 5.7 / 7.5 eV
LUMO (alpha / beta): -0.0697 / -0.0698 Eh
multiplicity: 2
<S²>: 0.77
energy above the lowest of the compared OMol25 structures with the same formula, charge and spin: 53.1 kcal/mol
total charge: 0
HOMO (alpha / beta): -7.641 / -9.448 eV

=====

Density functional theory data (wB97M-V/def2-TZVPD) for 2 unconnected molecules or ions with the total composition C6H8F2O2.

Each line ends with the Mulliken charge.
Element x y z (Å)
C 1.3097 -2.8379 0.2617  -0.757
O 0.8000 -1.8609 1.1623  -0.308
C 1.4105 -0.6671 1.1555  -0.362
C 2.3728 -0.2434 0.3179  0.660
F 3.0505 0.9739 0.4710  -0.292
F 3.1316 -0.9248 -0.5708  -0.233
H 2.2064 -3.3599 0.6791  0.294
H 1.5162 -2.4236 -0.6935  0.326
H 0.4587 -3.5350 -0.0259  0.254
H 1.2735 -0.1141 2.0426  0.379
C -1.5579 -0.0408 -0.8344  -0.226
C -0.6887 0.7658 -0.5852  -0.061
O 0.2429 1.6390 -0.6345  -0.317
C -0.0016 2.8221 -1.4429  -0.793
H -2.1876 -0.7474 -1.0477  0.508
H 0.9768 3.2383 -1.3981  0.232
H -0.7032 3.3798 -0.9552  0.333
H -0.4243 2.4205 -2.3194  0.363

Values from the calculation:
frontier orbital gap: 9.7 eV
LUMO: 0.0318 Eh
energy above the lowest of the compared OMol25 structures with the same formula, charge and spin: 87.0 kcal/mol
SMILES: COC=C(F)F.C#COC
total charge: 0
HOMO: -8.798 eV

=====

Density functional theory data (wB97M-V/def2-TZVPD) for C6H8F2S in the gas phase.

Each line ends with the Mulliken charge.
Element x y z (Å)
F 1.0812 -0.9018 2.7075  -0.230
C 0.5037 0.1603 2.1451  0.532
F 0.3222 1.3486 2.8342  -0.233
C 0.1169 -0.1039 0.8500  0.403
C -0.6145 0.9726 0.2102  -1.226
C 0.0744 1.6208 -1.0772  -0.513
S -0.1464 0.2487 -2.3111  -0.187
C -0.3104 -1.4115 -1.3741  -0.861
C 0.4216 -1.3469 0.0239  -0.568
H -1.5878 0.6676 -0.1265  0.357
H -0.7732 1.7869 0.9122  0.360
H 1.1653 1.8980 -0.8685  0.316
H -0.4752 2.5099 -1.3832  0.346
H 0.0412 -2.1870 -1.9356  0.480
H -1.3092 -1.6500 -1.3231  0.427
H -0.0005 -2.0947 0.7237  0.291
H 1.4907 -1.5174 -0.0076  0.308

Values from the calculation:
frontier orbital gap: 9.4 eV
LUMO: 0.0288 Eh
energy above the lowest of the compared OMol25 structures with the same formula, charge and spin: 0.0 kcal/mol
SMILES: FC(F)=C1CCSCC1
total charge: 0
HOMO: -8.655 eV

=====

Density functional theory data (wB97M-V/def2-TZVPD) for 2 unconnected molecules or ions with the total composition C6H8FNO2.

Each line ends with the Mulliken charge.
Element x y z (Å)
C -1.6967 0.5242 -0.7745  -0.779
C -0.2666 0.0960 -0.9665  -0.391
C -0.4753 -1.0435 0.0787  -0.580
C -1.9567 -0.5982 0.2043  0.368
C 0.4668 0.0394 0.3249  0.822
C 1.8692 0.1132 0.7067  -1.130
N -0.1422 1.4476 2.0248  0.505
O 0.6359 2.2774 2.3974  -0.568
O -1.2773 1.2178 2.3587  -0.489
F -2.6199 -1.6546 -0.3826  -0.354
H -1.9003 1.4661 -0.2110  0.276
H -2.2515 0.4711 -1.7316  0.317
H 0.3028 0.0361 -1.9246  0.353
H -0.2105 -2.1106 0.0932  0.380
H -2.6823 -0.4014 1.0422  0.257
H 2.5545 -0.0036 -0.0750  0.427
H 2.0333 -0.5402 1.5334  0.278
H 1.8924 1.2223 1.1193  0.307

Values from the calculation:
frontier orbital gap (alpha / beta): 8.3 / 8.3 eV
LUMO (alpha / beta): -0.0149 / -0.0149 Eh
energy above the lowest of the compared OMol25 structures with the same formula, charge and spin: 160.7 kcal/mol
total charge: 0
HOMO (alpha / beta): -8.704 / -8.702 eV

=====

Density functional theory data (wB97M-V/def2-TZVPD) for a molecular structure, C6H8LiO6Pt.

Each line ends with the Löwdin spin population.
Element x y z (Å)
Li 2.5373 -0.1993 0.8042  0.016
O 1.0055 0.5559 -0.1444  0.024
O 1.2089 -1.6613 0.0910  0.011
C 0.5747 -2.6586 0.8711  0.000
C -0.5125 -1.9047 1.6460  0.008
O -0.5420 -0.6128 1.0732  0.067
C 0.2495 -0.6025 -0.1397  0.012
H 0.1479 -3.4313 0.2156  0.000
H 1.3256 -3.0917 1.5433  0.000
H -0.2487 -1.8123 2.7097  0.001
H -1.4982 -2.3772 1.5400  0.002
Pt 0.4114 1.2128 1.7380  1.167
O -1.1618 2.2890 1.1689  0.109
O -0.4681 -0.6321 -1.2376  0.067
C 0.2952 1.0027 -1.8566  0.360
C -0.4811 2.2403 -1.4048  0.041
O -1.8183 2.0624 -0.9402  0.028
C -2.1436 2.1839 0.3932  0.040
H 0.6374 1.4831 -2.7995  0.021
H 0.9175 0.2332 -2.3422  0.013
H -0.5486 2.9272 -2.2613  0.002
H 0.1118 2.7933 -0.6679  0.010

Values from the calculation:
frontier orbital gap (alpha / beta): 3.7 / 4.3 eV
LUMO (alpha / beta): 0.0753 / 0.0738 Eh
multiplicity: 3
<S²>: 2.15
energy above the lowest of the compared OMol25 structures with the same formula, charge and spin: 137.8 kcal/mol
total charge: -1
HOMO (alpha / beta): -1.658 / -2.335 eV

=====

no.,strongest force on any atom (eV/A),electronic energy (Ha)
1,0.61,-233.2226
2,1.59,-969.1550
3,12.78,-623.9189
4,3.62,-3834.6841
5,5.59,-1841.3919
6,5.97,-877.9022
7,3.37,-1736.6822
8,2.26,-2325.2052
9,5.85,-583.4279
10,4.97,-831.2644
11,3.86,-538.2784
12,5.81,-811.3139